[1]
16
Properties=species:S:1:pos:R:3:lowdin_charge:R:1 method="wB97M-V/def2-TZVPD" e_above_lowest_kcal_mol=136.9 e_tot_ev=-11348.1773 gap_ev=8.988 largest_force_ha_per_bohr=0.0888 smiles="C=C(C[N+](=O)[O-])NC" charge=0 e_homo_ev=-8.81
C 0.163 1.999 -0.377 0.057
C 0.196 0.754 0.104 -0.263
C -0.813 0.179 0.976 -0.072
N -2.101 -0.136 0.245 -0.382
O -2.536 -1.276 0.334 0.076
O -2.588 0.888 -0.198 0.073
N 1.460 -0.213 -0.078 -0.061
C 1.369 -1.603 -0.500 -0.149
H 0.804 2.431 -1.183 0.079
H -0.519 2.749 -0.064 0.052
H -0.449 -0.831 1.375 0.144
H -1.197 0.854 1.707 0.129
H 2.266 0.260 -0.475 0.092
H 0.697 -2.210 0.163 0.078
H 0.942 -1.639 -1.480 0.058
H 2.306 -2.208 -0.548 0.089

[2]
72
Properties=species:S:1:pos:R:3:lowdin_charge:R:1 method="wB97M-V/def2-TZVPD" e_tot_ev=-76750.3251 gap_ev=4.773 largest_force_ha_per_bohr=0.1848 charge=+1 e_homo_ev=-10.69
C -0.846 -1.615 2.530 -0.163
C 0.599 -2.186 1.916 -0.506
S 0.906 -3.994 2.429 0.776
C 2.420 -4.556 1.412 -0.423
C 2.208 -4.183 -0.179 -0.064
N 0.822 -4.529 -0.762 0.066
C 0.468 -4.248 -2.223 0.110
C 1.555 -3.532 -3.245 -0.063
O 1.165 -3.295 -4.645 -0.028
C 3.060 -3.095 -2.670 0.097
C 4.063 -2.346 -3.731 -0.246
O 5.371 -2.582 -3.891 0.073
O 3.453 -1.291 -4.597 -0.215
P 3.004 0.110 -3.663 0.377
O 3.900 0.300 -2.176 -0.248
O 1.313 0.217 -3.260 -0.276
S 3.406 1.687 -4.796 0.310
C 3.392 -3.455 -1.102 0.113
B 4.892 -3.080 -0.521 -0.431
N 5.725 -4.276 -0.002 0.094
O 5.493 -1.721 -0.503 0.048
H -1.587 -1.431 1.617 0.094
H -0.616 -0.592 3.096 0.092
H -1.323 -2.383 3.286 0.083
H 1.493 -1.538 2.312 0.089
H 0.498 -2.099 0.749 0.069
H 3.347 -3.994 1.909 0.103
H 2.588 -5.733 1.517 0.127
H 0.063 -4.962 -0.170 0.146
H -0.602 -4.536 -2.655 0.157
H 0.411 -2.641 -4.728 0.137
H 3.364 0.912 -1.561 0.120
H 0.717 0.139 -4.062 0.091
H 5.144 -4.627 0.814 0.066
H 5.602 -5.019 -0.755 0.098
H 6.486 -1.901 -0.665 0.145
C 7.819 5.437 -3.229 -0.014
C 6.534 4.658 -3.179 -0.548
O 5.453 5.164 -3.473 0.018
N 6.589 3.352 -2.793 -0.002
C 7.746 2.579 -2.411 -0.083
H 7.612 6.461 -3.554 0.088
H 8.273 5.475 -2.235 0.085
H 8.506 4.980 -3.946 0.086
H 5.683 2.897 -2.785 0.108
H 7.821 1.725 -3.088 0.082
H 7.589 2.216 -1.392 0.079
H 8.668 3.160 -2.453 0.078
C -5.607 0.036 3.018 -0.012
C -4.182 0.127 3.490 -0.550
O -3.699 -0.692 4.268 0.006
N -3.417 1.159 3.030 -0.005
C -3.792 2.215 2.121 -0.076
H -6.085 -0.837 3.471 0.090
H -6.160 0.929 3.320 0.073
H -5.634 -0.080 1.931 0.088
H -2.471 1.150 3.394 0.128
H -3.126 2.168 1.256 0.079
H -3.647 3.169 2.633 0.085
H -4.828 2.132 1.789 0.077
C -8.523 3.508 3.143 -0.011
C -8.911 2.309 2.323 -0.543
O -8.089 1.674 1.666 0.004
N -10.221 1.929 2.320 0.000
C -11.331 2.534 3.017 -0.078
H -7.448 3.685 3.043 0.080
H -9.054 4.394 2.785 0.089
H -8.748 3.329 4.198 0.089
H -10.401 1.114 1.744 0.144
H -11.769 1.780 3.674 0.086
H -12.072 2.836 2.273 0.086
H -11.030 3.401 3.605 0.078

[3]
81
Properties=species:S:1:pos:R:3:lowdin_charge:R:1 method="wB97M-V/def2-TZVPD" e_above_lowest_kcal_mol=9.0 e_tot_ev=-112351.0679 gap_ev=6.644 largest_force_ha_per_bohr=0.0288 charge=+1 e_homo_ev=-10.39
Pt 0.291 -0.395 -0.506 1.177
N -6.951 -1.600 6.769 0.175
C -6.130 -1.463 5.978 -0.171
C -5.107 -1.286 4.982 -0.215
C -4.914 -2.263 4.008 -0.003
C -3.953 -2.074 3.031 -0.009
C -3.164 -0.924 3.033 -0.175
C -3.349 0.037 4.026 -0.005
C -4.324 -0.135 4.991 0.000
C -2.154 -0.715 1.971 -0.030
C -2.557 -0.821 0.651 -0.237
C -3.879 -0.861 0.146 0.011
C -3.791 -0.923 -1.225 -0.030
C -2.425 -0.923 -1.541 -0.148
N -1.683 -0.884 -0.431 -0.133
C -0.836 -0.433 2.350 -0.263
C -0.304 -0.590 3.644 0.001
C 1.039 -0.274 3.580 -0.041
C 1.286 0.080 2.256 -0.207
N 0.173 0.021 1.504 -0.150
H -5.518 -3.159 4.019 0.127
H -3.794 -2.829 2.273 0.129
H -2.742 0.933 4.021 0.130
H -4.486 0.619 5.749 0.128
H -4.770 -0.823 0.750 0.123
H -4.596 -0.972 -1.939 0.110
H -1.970 -0.995 -2.513 0.104
H -0.858 -0.938 4.499 0.122
H 1.761 -0.289 4.380 0.108
H 2.219 0.408 1.840 0.009
O 2.987 -0.281 -5.311 0.061
C 2.032 -1.221 -5.501 -0.251
C 1.879 -1.836 -6.741 -0.015
C 0.909 -2.797 -6.943 -0.065
C 0.061 -3.165 -5.905 -0.074
C 0.199 -2.549 -4.678 -0.016
C 1.178 -1.576 -4.448 -0.066
C 1.234 -0.963 -3.107 -0.413
O 0.230 -1.243 -2.311 -0.301
N 2.215 -0.208 -2.749 0.031
N 2.131 0.217 -1.424 -0.292
C 2.947 1.199 -1.212 -0.920
S 3.251 1.925 0.337 0.964
C 3.951 3.437 -0.378 -0.474
C 4.823 2.990 -1.529 -0.501
S 3.847 1.850 -2.553 1.014
H 3.454 -0.139 -6.142 0.116
H 2.536 -1.549 -7.554 0.119
H 0.813 -3.261 -7.916 0.112
H -0.697 -3.920 -6.057 0.107
H -0.453 -2.816 -3.858 0.114
H 4.510 3.955 0.399 0.091
H 3.123 4.060 -0.715 0.089
H 5.706 2.461 -1.170 0.080
H 5.134 3.827 -2.152 0.088
S 0.800 -2.729 0.309 0.749
C 2.447 -3.031 0.435 -1.030
N 2.910 -4.241 0.717 -0.051
C 4.337 -4.371 0.995 -0.196
C 4.991 -3.193 0.286 -0.378
S 3.728 -1.879 0.267 0.989
H 2.264 -4.984 0.940 0.150
H 4.707 -5.320 0.612 0.130
H 4.509 -4.333 2.073 0.129
H 5.247 -3.423 -0.746 0.089
H 5.873 -2.832 0.808 0.088
O -2.939 6.888 1.900 0.131
C -1.917 6.063 2.196 -0.479
O -1.304 6.215 3.214 0.125
C -1.593 4.966 1.223 -0.128
C -2.254 4.756 0.018 -0.017
C -1.902 3.701 -0.807 -0.104
C -0.877 2.831 -0.438 -0.591
S -0.488 1.559 -1.598 0.785
C -0.207 3.045 0.765 -0.104
C -0.562 4.101 1.580 0.003
H -3.340 6.671 1.052 0.089
H -3.064 5.397 -0.310 0.114
H -2.424 3.550 -1.744 0.106
H 0.585 2.379 1.061 0.040
H -0.044 4.287 2.512 0.126

[4]
21
Properties=species:S:1:pos:R:3:lowdin_charge:R:1 method="wB97M-V/def2-TZVPD" s2=0.75 e_above_lowest_kcal_mol=65.3 e_tot_ev=-9391.7375 gap_ev="10.649 / 5.479" largest_force_ha_per_bohr=0.1511 spin_multiplicity=2 charge=+1 e_homo_ev="-13.61 / -13.45"
N -1.351 -2.316 -0.251 0.045
C 0.027 -1.645 0.004 -0.136
C 0.038 -0.556 1.074 -0.136
N -0.146 0.676 0.324 -0.112
C 0.630 1.818 0.749 -0.009
C -1.585 0.975 0.026 0.033
H -1.880 -2.561 0.527 0.044
H -1.976 -1.804 -0.831 0.044
H 0.396 -1.209 -0.971 0.131
H 0.665 -2.446 0.268 0.107
H 1.078 -0.466 1.489 0.150
H -0.437 -0.593 1.926 0.094
H 1.208 1.549 1.722 0.158
H 1.613 1.920 0.152 0.137
H 0.235 2.741 0.918 0.073
H -1.786 2.110 0.094 0.144
H -2.298 0.274 0.467 0.105
H -1.646 0.712 -1.082 0.142
H 1.351 0.605 -1.068 -0.028
H 2.834 1.262 -1.582 0.052
O 2.058 0.729 -1.707 -0.038

[5]
20
Properties=species:S:1:pos:R:3:lowdin_charge:R:1 method="wB97M-V/def2-TZVPD" e_above_lowest_kcal_mol=20.7 e_tot_ev=-19522.4040 gap_ev=10.440 largest_force_ha_per_bohr=0.0836 smiles="C[N+]1(C)NC(=O)C=C1C(F)(F)F" charge=+1 e_homo_ev=-15.00
C -0.540 -0.898 1.406 0.032
N -0.571 -0.263 0.068 -0.280
C -0.708 -1.290 -1.042 0.089
N -1.541 0.764 0.045 0.156
C -1.047 2.018 -0.211 -0.402
O -1.830 2.920 -0.251 0.165
C 0.466 1.846 -0.318 0.184
C 0.654 0.518 -0.184 -0.033
C 2.221 -0.117 -0.140 -0.494
F 2.751 -0.098 -1.373 0.173
F 2.972 0.591 0.725 0.174
F 2.156 -1.392 0.273 0.142
H -1.573 -0.936 1.712 0.099
H -0.115 -2.004 1.546 0.170
H -0.033 -0.148 2.091 0.146
H -1.653 -1.763 -0.853 0.116
H -0.405 -0.803 -1.927 0.107
H 0.112 -2.063 -0.908 0.134
H -2.458 0.460 -0.089 0.165
H 1.142 2.658 -0.570 0.157

[6]
71
Properties=species:S:1:pos:R:3:lowdin_charge:R:1 method="wB97M-V/def2-TZVPD" e_above_lowest_kcal_mol=25.7 e_tot_ev=-185958.0349 gap_ev="6.193 / 6.196" largest_force_ha_per_bohr=0.0174 charge=+1 e_homo_ev="-10.00 / -10.00"
Rh 0.146 -0.093 -0.317 0.429
C 0.156 3.494 -0.766 -0.017
C -0.913 2.932 0.114 -0.287
C -2.017 3.702 0.469 0.003
C -2.940 3.201 1.364 -0.016
C -2.700 1.973 1.958 0.001
C -1.585 1.258 1.570 -0.268
N -0.749 1.698 0.602 0.029
C -1.130 0.034 2.275 -0.235
C -1.610 -0.352 3.514 0.020
C -0.946 -1.358 4.199 -0.010
C 0.209 -1.896 3.662 0.022
C 0.621 -1.482 2.402 -0.189
N -0.083 -0.587 1.715 0.010
C 1.901 -1.904 1.794 -0.281
C 2.500 -3.110 2.120 -0.008
C 3.713 -3.415 1.526 -0.027
C 4.264 -2.516 0.632 -0.003
C 3.579 -1.342 0.329 -0.344
C 4.099 -0.378 -0.688 -0.024
N 2.417 -1.042 0.911 0.069
H 0.067 4.577 -0.825 0.094
H 0.088 3.103 -1.777 0.039
H 1.135 3.246 -0.359 0.080
H -2.130 4.689 0.044 0.123
H -3.817 3.775 1.629 0.122
H -3.376 1.580 2.702 0.117
H -2.459 0.143 3.959 0.116
H -1.294 -1.674 5.173 0.123
H 0.805 -2.598 4.225 0.120
H 2.022 -3.807 2.792 0.117
H 4.214 -4.347 1.750 0.119
H 5.209 -2.721 0.149 0.120
H 5.036 -0.721 -1.123 0.090
H 4.259 0.604 -0.239 0.092
H 3.367 -0.267 -1.488 0.048
S 0.755 -2.205 -1.015 0.679
C 0.277 -2.404 -2.696 -0.668
C 0.185 -3.691 -3.224 -0.103
C -0.175 -3.867 -4.549 -0.065
C -0.468 -2.774 -5.358 -0.072
C -0.381 -1.494 -4.837 -0.100
C 0.012 -1.313 -3.515 -0.415
As 0.217 0.396 -2.679 1.237
C 1.879 1.113 -3.354 -0.370
C 2.210 0.977 -4.699 -0.087
C 3.393 1.516 -5.178 -0.060
C 4.249 2.196 -4.319 -0.063
C 3.924 2.331 -2.978 -0.069
C 2.740 1.789 -2.497 -0.160
C -1.111 1.470 -3.589 -0.366
C -0.754 2.653 -4.231 -0.113
C -1.714 3.394 -4.905 -0.069
C -3.029 2.955 -4.945 -0.070
C -3.383 1.767 -4.320 -0.064
C -2.428 1.021 -3.645 -0.129
H 0.383 -4.545 -2.588 0.106
H -0.249 -4.869 -4.951 0.111
H -0.772 -2.920 -6.385 0.108
H -0.638 -0.641 -5.454 0.107
H 1.552 0.448 -5.376 0.102
H 3.650 1.405 -6.223 0.112
H 5.171 2.616 -4.697 0.111
H 4.592 2.854 -2.306 0.112
H 2.496 1.879 -1.446 0.074
H 0.275 2.991 -4.231 0.101
H -1.429 4.309 -5.409 0.109
H -3.776 3.531 -5.475 0.109
H -4.405 1.414 -4.362 0.111
H -2.707 0.090 -3.171 0.036
Br -2.159 -0.918 -0.702 0.321

[7]
109
Properties=species:S:1:pos:R:3:lowdin_charge:R:1 method="wB97M-V/def2-TZVPD" s2=0.76 e_above_lowest_kcal_mol=49.5 e_tot_ev=-260858.4815 gap_ev="5.762 / 5.256" largest_force_ha_per_bohr=0.0421 spin_multiplicity=2 charge=+1 e_homo_ev="-9.52 / -9.01"
V -0.376 0.216 -0.610 0.615
C -4.763 -2.352 1.077 -0.506
C -5.730 -1.279 0.611 -0.486
S -4.986 -0.203 -0.678 0.887
C -5.293 1.488 -0.065 -0.496
C -4.669 1.833 1.270 -0.470
S -2.861 1.511 1.373 0.867
C -2.811 0.650 2.975 -0.518
C -3.514 -0.699 3.011 -0.482
S -3.104 -1.746 1.562 0.830
H -5.186 -2.893 1.925 0.084
H -4.556 -3.055 0.269 0.060
H -6.607 -1.760 0.176 0.077
H -6.064 -0.643 1.429 0.066
H -4.872 2.118 -0.847 0.056
H -6.371 1.652 -0.021 0.086
H -4.819 2.897 1.458 0.083
H -5.136 1.269 2.074 0.062
H -1.745 0.544 3.183 0.021
H -3.235 1.318 3.728 0.092
H -3.215 -1.239 3.912 0.079
H -4.597 -0.592 3.022 0.062
N -3.317 1.172 -3.164 0.215
C -3.098 2.498 -2.868 -0.180
C -3.656 3.670 -3.361 -0.003
C -3.241 4.853 -2.781 -0.071
C -2.357 4.864 -1.702 -0.064
C -1.803 3.705 -1.206 -0.027
C -2.134 2.506 -1.831 -0.214
N -1.753 1.210 -1.585 0.031
C -2.497 0.443 -2.374 -0.318
C -2.345 -0.973 -2.217 -0.363
C -2.953 -2.049 -2.792 -0.307
S -2.318 -3.501 -2.132 1.083
C -1.259 -2.582 -1.142 -0.439
N -1.385 -1.294 -1.287 -0.120
H -3.929 0.821 -3.881 0.182
H -4.381 3.657 -4.159 0.116
H -3.629 5.787 -3.148 0.108
H -2.108 5.803 -1.238 0.110
H -1.173 3.712 -0.332 0.099
H -3.728 -2.057 -3.529 0.085
H -0.558 -3.055 -0.470 0.074
C 1.280 2.799 -0.817 -0.024
O 0.722 1.829 0.072 -0.222
C 1.219 1.944 1.333 -0.539
O 1.826 2.949 1.653 0.056
C 0.893 0.874 2.266 -0.302
C 1.590 0.903 3.454 -0.255
As 3.476 1.195 3.087 1.426
C 4.401 1.105 4.825 -0.267
C 3.408 -0.735 2.498 -0.245
C 2.484 -1.337 1.750 -0.234
As 0.527 -0.866 1.508 1.343
C -0.096 -2.040 2.977 -0.227
C 2.542 -2.610 0.991 -0.531
O 1.504 -3.251 0.892 0.033
O 3.614 -3.094 0.396 0.022
C 4.737 -2.322 0.003 -0.028
C 4.807 -1.148 2.747 -0.602
O 5.707 -0.464 2.318 0.091
O 5.063 -2.203 3.513 0.015
C 3.996 -2.914 4.114 -0.025
C 1.015 0.263 4.621 -0.525
O -0.187 0.196 4.800 0.089
O 1.913 -0.158 5.523 -0.086
C 1.391 -0.647 6.751 -0.024
H 0.757 2.705 -1.768 0.089
H 2.350 2.597 -0.935 0.120
H 1.170 3.804 -0.399 0.110
H 3.975 1.883 5.461 0.038
H 5.448 1.355 4.639 0.035
H 4.345 0.150 5.339 0.024
H 0.718 -2.279 3.667 0.044
H -0.449 -2.964 2.510 0.028
H -0.911 -1.579 3.528 0.001
H 5.618 -2.622 0.573 0.107
H 4.549 -1.257 0.126 0.080
H 4.911 -2.562 -1.048 0.104
H 4.441 -3.514 4.904 0.107
H 3.510 -3.570 3.389 0.101
H 3.263 -2.226 4.545 0.082
H 2.249 -0.889 7.373 0.101
H 0.781 -1.536 6.579 0.101
H 0.773 0.115 7.228 0.105
C 1.691 2.268 -4.955 -0.063
C 1.586 0.891 -5.600 -0.159
C 1.670 -0.244 -4.555 -0.299
C 1.347 -1.603 -5.222 -0.151
C 1.438 -2.769 -4.244 -0.057
C 3.084 -0.325 -4.036 -0.423
O 4.059 -0.425 -4.731 0.138
N 3.197 -0.316 -2.660 0.238
C 2.184 -0.125 -1.746 -0.502
O 2.463 -0.087 -0.548 0.009
N 0.922 0.030 -2.177 0.099
C 0.601 -0.012 -3.493 -0.414
O -0.557 0.121 -3.854 0.085
H 1.703 3.036 -5.723 0.082
H 2.610 2.347 -4.379 0.082
H 0.841 2.456 -4.298 0.066
H 2.404 0.752 -6.308 0.126
H 0.640 0.799 -6.133 0.123
H 2.053 -1.753 -6.039 0.130
H 0.340 -1.535 -5.634 0.122
H 2.452 -2.871 -3.867 0.080
H 1.173 -3.693 -4.750 0.083
H 0.764 -2.632 -3.397 0.062
H 4.133 -0.404 -2.275 0.166

[8]
85
Properties=species:S:1:pos:R:3:lowdin_charge:R:1 method="wB97M-V/def2-TZVPD" s2=2.03 e_above_lowest_kcal_mol=21.4 e_tot_ev=-296157.5429 gap_ev="6.917 / 7.384" largest_force_ha_per_bohr=0.0378 spin_multiplicity=3 charge=0 e_homo_ev="-7.00 / -7.08"
V -0.616 -1.213 1.201 0.071
O 1.563 -1.950 5.059 -0.228
As 0.806 -0.748 4.010 0.861
O 0.016 0.341 4.918 -0.481
O -0.212 -1.713 3.046 -0.621
C 2.301 0.038 3.104 -0.215
C 2.492 1.396 3.285 -0.074
C 3.625 2.005 2.763 -0.077
C 4.557 1.250 2.076 -0.072
C 4.360 -0.106 1.870 0.003
C 3.223 -0.707 2.375 -0.365
S 1.730 -2.497 1.161 0.812
O 2.324 -3.131 0.004 -0.392
O 3.033 -2.019 2.111 -0.218
O 1.228 -1.070 0.793 -0.600
H 1.474 -1.595 5.945 0.036
H 1.754 1.958 3.849 0.107
H 3.781 3.063 2.904 0.102
H 5.444 1.721 1.679 0.104
H 5.069 -0.704 1.321 0.123
C -0.991 -4.916 2.820 -0.016
N -1.756 -3.980 3.609 -0.125
C -1.696 -3.893 4.973 -0.029
C -2.457 -2.834 5.339 -0.023
N -2.967 -2.288 4.195 -0.107
C -3.792 -1.103 4.166 -0.029
C -2.519 -2.981 3.138 -0.632
Se -2.797 -2.530 1.337 0.746
H -1.135 -5.922 3.217 0.099
H 0.069 -4.639 2.859 0.095
H -1.344 -4.870 1.787 0.063
H -1.105 -4.569 5.554 0.130
H -2.660 -2.414 6.300 0.131
H -4.664 -1.265 4.797 0.100
H -4.101 -0.919 3.132 0.051
H -3.202 -0.254 4.521 0.084
C -3.347 0.834 -3.672 -0.105
C -2.018 1.510 -3.967 -0.250
C -1.714 2.668 -3.021 -0.164
C -1.396 2.225 -1.602 -0.172
N -0.097 1.601 -1.546 0.000
C 0.160 0.288 -1.650 -0.579
Se -1.039 -1.117 -1.322 0.766
N 1.470 0.109 -1.888 -0.002
C 2.071 -1.137 -2.336 -0.144
C 1.641 -1.475 -3.761 -0.179
C 2.077 -0.459 -4.818 -0.251
C 3.566 -0.516 -5.132 -0.102
C 2.095 1.344 -1.866 -0.131
C 3.426 1.720 -2.011 0.003
C 3.703 3.071 -1.932 -0.076
C 2.695 4.019 -1.714 -0.075
C 1.373 3.651 -1.569 0.007
C 1.090 2.294 -1.649 -0.134
H -3.559 0.056 -4.400 0.074
H -4.160 1.555 -3.702 0.076
H -3.345 0.367 -2.689 0.029
H -2.020 1.891 -4.992 0.109
H -1.212 0.769 -3.917 0.087
H -2.573 3.337 -2.967 0.120
H -0.879 3.259 -3.409 0.110
H -2.117 1.507 -1.218 0.062
H -1.384 3.074 -0.915 0.116
H 1.788 -1.940 -1.629 0.077
H 3.150 -1.002 -2.264 0.125
H 0.549 -1.581 -3.768 0.083
H 2.053 -2.457 -3.996 0.122
H 1.808 0.551 -4.493 0.099
H 1.511 -0.640 -5.733 0.107
H 4.173 -0.273 -4.265 0.052
H 3.833 0.185 -5.919 0.072
H 3.851 -1.513 -5.463 0.075
H 4.209 0.999 -2.164 0.106
H 4.723 3.405 -2.036 0.104
H 2.960 5.062 -1.656 0.103
H 0.601 4.380 -1.390 0.117
Te -1.600 1.090 1.996 0.981
C -3.407 1.404 0.952 -1.000
C -4.257 0.577 0.273 -0.283
C -5.406 1.239 -0.227 -0.202
C -5.425 2.562 0.077 -0.428
S -4.039 3.007 0.983 0.902
H -4.062 -0.474 0.115 0.025
H -6.181 0.747 -0.786 0.100
H -6.177 3.286 -0.162 0.055